[1]
{
  "formula": "C25H72F3N5O15S",
  "method": "wB97M-V/def2-TZVPD",
  "symbols": ["N", "H", "H", "H", "H", "C", "F", "F", "F", "S", "O", "O", "O", "C", "C", "O", "O", "H", "H", "H", "H", "H", "H", "C", "C", "O", "O", "H", "H", "H", "H", "H", "H", "C", "C", "O", "O", "H", "H", "H", "H", "H", "H", "C", "C", "O", "O", "H", "H", "H", "H", "H", "H", "C", "C", "C", "O", "C", "N", "H", "H", "H", "H", "H", "H", "H", "H", "H", "H", "H", "C", "C", "C", "O", "C", "N", "H", "H", "H", "H", "H", "H", "H", "H", "H", "H", "H", "C", "C", "C", "O", "C", "N", "H", "H", "H", "H", "H", "H", "H", "H", "H", "H", "H", "C", "C", "C", "O", "C", "N", "H", "H", "H", "H", "H", "H", "H", "H", "H", "H", "H"],
  "coordinates": [[7.490, 0.441, -6.339], [7.870, -0.444, -6.642], [7.183, 1.048, -7.086], [8.144, 0.913, -5.730], [6.745, 0.262, -5.681], [0.511, -1.243, -1.342], [-0.173, -1.352, -2.502], [-0.343, -0.712, -0.490], [0.991, -2.436, -0.923], [1.892, 0.061, -1.765], [1.098, 1.230, -2.133], [2.720, 0.141, -0.574], [2.684, -0.482, -2.947], [2.729, -6.488, -5.513], [2.145, -5.813, -6.705], [1.109, -6.510, -7.432], [3.699, -7.484, -5.867], [1.959, -6.973, -4.912], [3.151, -5.737, -4.844], [2.951, -5.497, -7.368], [1.730, -4.880, -6.324], [1.478, -7.222, -7.959], [4.598, -7.154, -5.925], [-0.111, 1.376, -8.001], [-0.837, 2.704, -7.529], [-0.045, 3.565, -6.675], [1.212, 1.645, -8.494], [-0.699, 0.930, -8.803], [-0.153, 0.662, -7.179], [-1.772, 2.380, -7.070], [-1.105, 3.218, -8.452], [0.134, 3.096, -5.856], [1.516, 0.820, -8.880], [9.162, -3.843, -0.295], [7.901, -2.924, -0.437], [8.107, -1.616, 0.048], [9.219, -4.363, 1.004], [10.052, -3.230, -0.438], [9.114, -4.719, -0.941], [7.030, -3.329, 0.078], [7.619, -2.895, -1.490], [7.256, -1.172, 0.052], [9.356, -3.570, 1.528], [3.775, -2.557, 5.363], [3.238, -1.125, 5.352], [3.119, -0.615, 6.666], [2.876, -3.552, 5.864], [4.801, -2.630, 5.725], [3.957, -2.656, 4.293], [2.247, -1.029, 4.907], [3.931, -0.596, 4.697], [2.362, -1.026, 7.089], [3.220, -4.411, 5.608], [-6.834, -4.599, 8.947], [-7.352, -3.971, 7.636], [-6.601, -4.395, 6.409], [-5.195, -4.121, 6.647], [-4.349, -4.219, 5.478], [-8.810, -4.325, 7.586], [-6.900, -5.683, 8.851], [-7.536, -4.440, 9.765], [-5.850, -4.284, 9.292], [-7.207, -2.893, 7.708], [-7.129, -3.932, 5.576], [-6.652, -5.469, 6.233], [-4.315, -3.219, 5.046], [-4.747, -4.863, 4.694], [-3.331, -4.506, 5.742], [-8.838, -5.332, 7.515], [-9.220, -3.901, 6.767], [6.402, 9.609, 3.107], [5.481, 8.658, 3.928], [4.501, 7.837, 3.061], [3.518, 7.185, 3.901], [2.972, 6.002, 3.275], [6.346, 7.760, 4.662], [7.247, 9.028, 2.737], [6.837, 10.244, 3.878], [5.825, 10.199, 2.394], [4.882, 9.236, 4.632], [5.114, 7.134, 2.496], [4.024, 8.473, 2.315], [3.832, 5.377, 3.030], [2.417, 6.117, 2.344], [2.275, 5.595, 4.007], [6.821, 8.320, 5.356], [5.752, 7.284, 5.326], [-4.652, 4.975, -0.875], [-4.095, 6.296, -0.370], [-2.966, 7.002, -1.137], [-2.585, 8.202, -0.429], [-1.644, 8.983, -1.210], [-5.243, 7.177, -0.346], [-5.286, 4.986, -1.762], [-5.255, 4.618, -0.040], [-3.831, 4.277, -1.037], [-3.803, 6.141, 0.668], [-3.425, 7.356, -2.061], [-2.089, 6.370, -1.279], [-1.954, 9.275, -2.214], [-0.739, 8.386, -1.323], [-1.367, 9.883, -0.662], [-4.817, 8.080, -0.194], [-5.643, 7.226, -1.272], [-4.797, -6.006, -3.377], [-6.055, -5.740, -2.469], [-5.853, -4.424, -1.743], [-6.966, -4.081, -0.956], [-6.692, -2.793, -0.377], [-7.234, -5.768, -3.287], [-4.534, -5.135, -3.977], [-4.937, -6.930, -3.937], [-3.937, -6.263, -2.759], [-6.132, -6.495, -1.686], [-5.752, -3.668, -2.522], [-4.921, -4.393, -1.178], [-7.456, -2.529, 0.355], [-6.535, -2.000, -1.108], [-5.684, -2.747, 0.033], [-7.294, -6.605, -3.850], [-8.050, -5.771, -2.691]],
  "lowdin_charge": [0.35, 0.16, 0.16, 0.16, 0.16, -0.64, 0.08, 0.13, 0.11, 0.49, -0.36, -0.37, -0.44, -0.25, -0.25, -0.06, -0.07, 0.13, 0.12, 0.11, 0.12, 0.08, 0.08, -0.23, -0.21, -0.06, -0.08, 0.11, 0.11, 0.11, 0.11, 0.08, 0.07, -0.24, -0.25, -0.07, -0.07, 0.11, 0.12, 0.12, 0.10, 0.09, 0.08, -0.26, -0.24, -0.07, -0.06, 0.12, 0.10, 0.12, 0.12, 0.08, 0.08, -0.07, -0.43, -0.22, -0.19, -0.09, 0.04, 0.07, 0.07, 0.08, 0.14, 0.12, 0.12, 0.08, 0.08, 0.08, 0.06, 0.06, -0.06, -0.45, -0.20, -0.20, -0.09, 0.03, 0.07, 0.07, 0.07, 0.13, 0.12, 0.12, 0.08, 0.08, 0.09, 0.07, 0.07, -0.07, -0.45, -0.19, -0.21, -0.10, 0.02, 0.08, 0.08, 0.08, 0.14, 0.12, 0.13, 0.08, 0.08, 0.08, 0.06, 0.07, -0.05, -0.44, -0.25, -0.17, -0.10, 0.04, 0.08, 0.07, 0.07, 0.13, 0.12, 0.13, 0.09, 0.08, 0.08, 0.07, 0.07],
  "max_force_ha_per_bohr": 0.057,
  "e_homo_ha": -0.289,
  "de_lowest_ev": 6.0017,
  "multiplicity": 1,
  "orbital_gap_ev": 4.95
}

***

[2]
{
  "formula": "C25H72F3O15S13",
  "method": "wB97M-V/def2-TZVPD",
  "symbols": ["C", "F", "F", "F", "S", "O", "O", "O", "C", "S", "O", "C", "H", "H", "H", "H", "H", "H", "C", "S", "O", "C", "H", "H", "H", "H", "H", "H", "C", "S", "O", "C", "H", "H", "H", "H", "H", "H", "C", "S", "O", "C", "H", "H", "H", "H", "H", "H", "C", "S", "O", "C", "H", "H", "H", "H", "H", "H", "C", "S", "O", "C", "H", "H", "H", "H", "H", "H", "C", "S", "O", "C", "H", "H", "H", "H", "H", "H", "C", "S", "O", "C", "H", "H", "H", "H", "H", "H", "C", "S", "O", "C", "H", "H", "H", "H", "H", "H", "C", "S", "O", "C", "H", "H", "H", "H", "H", "H", "C", "S", "O", "C", "H", "H", "H", "H", "H", "H", "C", "S", "O", "C", "H", "H", "H", "H", "H", "H"],
  "coordinates": [[0.409, 0.416, 0.889], [1.623, 0.585, 1.350], [-0.194, -0.624, 1.552], [-0.290, 1.461, 1.186], [0.543, 0.159, -0.998], [-0.112, 1.323, -1.544], [1.962, 0.166, -1.270], [-0.115, -1.123, -1.035], [1.230, 4.109, 1.659], [1.286, 3.955, -0.097], [1.290, 5.370, -0.661], [2.867, 3.171, -0.360], [1.986, 4.791, 1.920], [1.456, 3.204, 2.089], [0.320, 4.452, 2.020], [2.882, 2.109, -0.159], [3.671, 3.787, 0.084], [3.044, 3.241, -1.431], [-3.113, -0.164, -2.985], [-2.332, -1.794, -3.227], [-3.084, -2.861, -2.409], [-2.899, -1.914, -4.911], [-2.783, 0.354, -2.032], [-4.149, -0.208, -2.929], [-2.900, 0.568, -3.708], [-2.710, -2.881, -5.443], [-2.411, -1.179, -5.552], [-3.989, -1.844, -5.003], [-4.508, -0.247, 4.998], [-3.083, -0.563, 6.007], [-3.319, -1.908, 6.715], [-2.081, -0.904, 4.581], [-4.640, -1.196, 4.402], [-4.344, 0.605, 4.440], [-5.413, -0.316, 5.609], [-2.099, -0.306, 3.732], [-2.148, -1.887, 4.211], [-1.143, -0.735, 5.026], [0.756, -2.872, -5.447], [1.218, -4.109, -4.216], [2.761, -4.191, -4.303], [0.870, -3.192, -2.712], [0.954, -3.201, -6.504], [1.330, -2.023, -5.205], [-0.249, -2.659, -5.257], [-0.133, -3.369, -2.421], [1.118, -2.150, -2.897], [1.549, -3.555, -1.946], [3.054, -1.998, 0.674], [4.372, -1.365, -0.318], [5.660, -1.519, 0.557], [4.375, -2.569, -1.622], [2.928, -1.355, 1.543], [3.313, -2.971, 1.047], [2.147, -2.139, 0.132], [3.443, -2.608, -2.212], [4.513, -3.570, -1.177], [5.162, -2.443, -2.370], [-3.310, 2.457, 2.102], [-2.689, 4.101, 2.259], [-3.225, 4.666, 0.967], [-3.805, 4.637, 3.584], [-4.299, 2.529, 1.708], [-3.378, 2.060, 3.132], [-2.811, 1.768, 1.385], [-3.345, 4.279, 4.533], [-4.845, 4.370, 3.624], [-3.743, 5.691, 3.570], [-0.072, -4.087, 0.553], [-1.046, -5.055, 1.750], [-1.301, -3.895, 2.680], [-2.508, -4.973, 0.735], [0.800, -3.677, 1.027], [-0.724, -3.270, 0.177], [0.107, -4.720, -0.292], [-3.400, -5.092, 1.280], [-2.501, -5.810, -0.056], [-2.673, -3.968, 0.268], [0.129, 0.863, -4.384], [0.690, 0.806, -6.083], [-0.517, 0.324, -6.969], [0.833, 2.507, -6.387], [0.019, -0.132, -3.944], [-0.875, 1.392, -4.369], [0.886, 1.419, -3.757], [0.024, 3.099, -6.133], [1.219, 2.825, -7.316], [1.605, 2.960, -5.782], [-0.273, 2.398, 4.407], [-0.975, 2.924, 5.946], [-2.333, 2.132, 6.022], [0.205, 1.895, 6.841], [0.668, 2.822, 4.229], [-0.810, 2.845, 3.572], [-0.450, 1.306, 4.280], [-0.079, 0.828, 6.522], [-0.012, 2.114, 7.864], [1.325, 2.025, 6.731], [5.195, 1.176, 2.271], [4.866, 2.423, 3.466], [4.181, 3.501, 2.636], [3.538, 1.542, 4.221], [5.860, 0.488, 2.751], [5.733, 1.662, 1.459], [4.279, 0.725, 1.924], [3.008, 2.180, 4.939], [3.952, 0.678, 4.778], [2.857, 1.202, 3.514], [-3.508, -1.143, 1.606], [-4.865, -1.646, 0.527], [-5.983, -2.002, 1.536], [-5.319, 0.010, 0.035], [-2.805, -0.714, 0.989], [-3.010, -1.969, 2.065], [-3.931, -0.387, 2.233], [-6.065, 0.020, -0.785], [-4.359, 0.528, -0.215], [-5.725, 0.463, 0.929], [4.421, -1.658, -5.544], [4.630, 0.151, -5.452], [3.720, 0.729, -6.536], [3.600, 0.305, -4.035], [4.908, -2.137, -4.622], [4.854, -1.902, -6.494], [3.400, -1.887, -5.573], [3.517, 1.299, -3.800], [4.068, -0.075, -3.146], [2.622, -0.240, -4.014]],
  "lowdin_charge": [-0.66, 0.11, 0.09, 0.14, 0.44, -0.32, -0.34, -0.34, -0.26, 0.84, -0.55, -0.25, 0.04, -0.01, 0.01, 0.02, 0.06, 0.05, -0.24, 0.82, -0.56, -0.29, 0.07, 0.02, 0.03, 0.07, 0.04, 0.06, -0.26, 0.85, -0.56, -0.27, 0.08, 0.00, 0.06, 0.01, 0.04, 0.01, -0.24, 0.87, -0.58, -0.28, 0.10, 0.00, 0.00, 0.01, 0.03, 0.04, -0.27, 0.84, -0.57, -0.27, 0.05, 0.06, 0.02, 0.03, 0.07, 0.05, -0.28, 0.83, -0.54, -0.24, 0.04, 0.04, 0.06, 0.04, 0.06, 0.03, -0.26, 0.87, -0.59, -0.29, 0.03, 0.05, 0.03, 0.03, 0.09, 0.05, -0.28, 0.84, -0.58, -0.28, 0.02, 0.08, 0.06, 0.04, 0.05, 0.06, -0.29, 0.88, -0.61, -0.27, 0.02, -0.01, 0.07, 0.08, 0.03, 0.07, -0.28, 0.86, -0.56, -0.28, 0.05, 0.07, 0.03, 0.04, 0.08, 0.01, -0.25, 0.86, -0.58, -0.27, 0.01, 0.04, 0.02, 0.07, 0.04, 0.04, -0.24, 0.87, -0.60, -0.30, 0.08, 0.04, -0.01, 0.02, 0.03, 0.06],
  "charge": -1,
  "max_force_ha_per_bohr": 0.082,
  "e_homo_ha": -0.227,
  "de_lowest_ev": 1.1761,
  "multiplicity": 1,
  "orbital_gap_ev": 7.80
}